Entry 1:
Formula: C24H41AsN4O6PS2Si2Ti
Source: the Open Molecules 2025 dataset
Level of theory: ωB97M-V/def2-TZVPD

Output
total energy = -174471.208 eV
ΔE to the lowest compared entry with this formula, charge and spin = 0.000 eV
charge = +1
HOMO level (alpha / beta) = -10.624 / -10.623 eV

CARTESIAN COORDINATES (ANGSTROEM)
Ti: 0.185 0.536 -0.619
O: -1.032 -2.608 4.186
C: -1.268 -1.328 4.449
O: -1.818 -0.964 5.450
C: -0.815 -0.324 3.439
C: -0.917 1.044 3.637
N: -0.454 1.647 2.530
N: -0.044 0.756 1.622
C: -0.264 -0.437 2.155
C: -0.035 -1.594 1.265
O: 0.050 -2.737 1.651
O: 0.046 -1.229 0.003
H: -0.588 -2.751 3.321
H: -1.284 1.594 4.485
H: -0.413 2.633 2.317
C: 2.848 -2.500 -1.408
Si: 3.844 -0.915 -1.329
C: 4.302 -0.316 -3.071
C: 5.407 -1.146 -0.312
As: 2.565 0.677 -0.120
Si: 3.470 2.850 -0.246
C: 2.418 3.893 0.918
C: 5.230 2.740 0.406
C: 3.496 3.555 -1.990
H: 3.412 -3.245 -1.972
H: 1.878 -2.372 -1.891
H: 2.663 -2.904 -0.413
H: 5.353 -0.540 -3.256
H: 4.174 0.755 -3.216
H: 3.728 -0.839 -3.836
H: 5.983 -1.986 -0.706
H: 5.180 -1.357 0.733
H: 6.048 -0.265 -0.344
H: 2.614 3.605 1.951
H: 1.351 3.781 0.714
H: 2.668 4.950 0.814
H: 5.292 2.138 1.311
H: 5.604 3.737 0.645
H: 5.905 2.310 -0.332
H: 2.531 3.522 -2.493
H: 4.229 3.037 -2.608
H: 3.803 4.602 -1.942
C: -4.877 2.336 -2.475
C: -3.614 2.999 -2.983
C: -2.748 2.091 -3.827
O: -2.873 3.579 -1.848
P: -1.835 2.889 -0.894
S: -2.328 1.063 -0.278
S: 0.004 2.758 -1.699
O: -1.784 3.838 0.368
C: -1.839 5.315 0.397
C: -0.978 5.943 -0.679
C: -3.283 5.768 0.365
H: -5.542 2.153 -3.318
H: -5.396 2.984 -1.771
H: -4.664 1.385 -1.993
H: -3.875 3.894 -3.552
H: -2.480 1.184 -3.283
H: -1.842 2.596 -4.158
H: -3.318 1.795 -4.709
H: -1.409 5.534 1.378
H: -1.358 5.721 -1.675
H: 0.056 5.614 -0.609
H: -1.003 7.025 -0.548
H: -3.719 5.617 -0.620
H: -3.330 6.830 0.603
H: -3.872 5.227 1.103
N: 0.553 -0.562 -4.718
C: 0.916 0.031 -3.571
N: 0.154 -0.330 -2.560
C: -0.781 -1.223 -3.078
C: -1.819 -1.918 -2.460
C: -2.586 -2.738 -3.260
C: -2.337 -2.877 -4.634
C: -1.307 -2.201 -5.256
C: -0.538 -1.374 -4.445
H: 1.010 -0.437 -5.606
H: 1.736 0.727 -3.498
H: -2.008 -1.827 -1.399
H: -3.398 -3.297 -2.818
H: -2.965 -3.536 -5.218
H: -1.109 -2.313 -6.312

Atomic partial charges in e from the Löwdin method, atoms 1 to 5: number 1, Ti, carries 0.4083; number 2, O, carries 0.1491; number 3, C, carries -0.4858; number 4, O, carries 0.1336; number 5, C, carries -0.0179

Entry 2:
Formula: C24H41BN8O3S3Sn
Source: the Open Molecules 2025 dataset
Level of theory: ωB97M-V/def2-TZVPD

Output
total energy = -82621.172 eV
ΔE to the lowest compared entry with this formula, charge and spin = 0.000 eV
charge = +2
HOMO level = -14.152 eV

CARTESIAN COORDINATES (ANGSTROEM)
Sn: 1.135 0.363 -0.252
C: -0.958 6.094 1.150
C: 0.022 4.932 1.000
C: 1.198 5.052 1.967
C: 0.547 4.915 -0.428
N: -0.734 3.663 1.387
C: -1.294 3.585 2.645
C: -1.905 2.389 2.751
N: -1.724 1.719 1.565
B: -2.275 0.265 1.438
N: -2.450 -0.157 -0.055
C: -3.528 0.331 -0.751
C: -3.488 -0.189 -1.992
N: -2.383 -1.012 -2.068
C: -1.751 -0.963 -0.874
S: -0.224 -1.706 -0.439
C: -2.107 -1.759 -3.360
C: -3.379 -2.521 -3.728
C: -1.755 -0.704 -4.410
C: -0.972 -2.766 -3.239
N: -1.398 -0.752 2.221
C: -1.958 -1.931 2.650
C: -0.991 -2.656 3.251
N: 0.174 -1.921 3.196
C: -0.098 -0.764 2.557
S: 1.039 0.513 2.213
C: 1.520 -2.443 3.662
C: 1.305 -3.781 4.363
C: 2.400 -2.660 2.432
C: 2.145 -1.470 4.657
C: -1.001 2.507 0.748
S: -0.509 2.048 -0.869
H: -0.448 7.019 0.881
H: -1.812 5.969 0.482
H: -1.328 6.206 2.168
H: 1.787 5.929 1.701
H: 0.876 5.166 3.002
H: 1.844 4.175 1.896
H: 1.021 5.882 -0.594
H: 1.296 4.146 -0.590
H: -0.249 4.806 -1.163
H: -1.232 4.388 3.355
H: -2.457 1.960 3.569
H: -3.364 0.250 1.936
H: -4.228 1.020 -0.309
H: -4.163 -0.050 -2.816
H: -4.238 -1.869 -3.875
H: -3.210 -3.052 -4.664
H: -3.629 -3.253 -2.959
H: -2.628 -0.130 -4.722
H: -1.007 -0.010 -4.022
H: -1.351 -1.196 -5.295
H: -1.147 -3.494 -2.447
H: -0.931 -3.307 -4.184
H: -0.009 -2.289 -3.073
H: -2.999 -2.155 2.497
H: -1.057 -3.612 3.733
H: 0.916 -4.546 3.690
H: 2.271 -4.125 4.726
H: 0.645 -3.686 5.226
H: 1.905 -3.327 1.722
H: 2.643 -1.720 1.937
H: 3.336 -3.123 2.742
H: 1.474 -1.297 5.500
H: 3.063 -1.913 5.042
H: 2.401 -0.514 4.208
C: 2.906 -2.331 -2.327
N: 2.585 -1.510 -3.498
C: 2.884 -2.022 -4.848
C: 2.020 -0.336 -3.387
O: 1.657 0.242 -2.329
H: 3.581 -3.123 -2.632
H: 2.001 -2.777 -1.912
H: 3.401 -1.724 -1.574
H: 3.555 -2.869 -4.759
H: 3.375 -1.254 -5.442
H: 1.973 -2.344 -5.350
H: 1.861 0.189 -4.331
O: 2.680 2.043 -0.068
N: 3.645 1.277 -0.070
O: 3.278 0.074 -0.164

Atomic partial charges in e from the Löwdin method, atoms 1 to 5: number 1, Sn, carries 0.7297; number 2, C, carries -0.0166; number 3, C, carries -0.5187; number 4, C, carries -0.0098; number 5, C, carries -0.0719

Entry 3:
Formula: C24H41ClO2S4SbZr
Source: the Open Molecules 2025 dataset
Level of theory: ωB97M-V/def2-TZVPD

Output
total energy = -93304.987 eV
ΔE to the lowest compared entry with this formula, charge and spin = 0.271 eV
charge = +3
HOMO level = -16.803 eV

CARTESIAN COORDINATES (ANGSTROEM)
Zr: -0.677 -0.296 -0.041
C: -1.052 2.756 -0.870
C: -0.902 2.697 0.681
S: 0.374 1.525 1.412
C: -0.458 0.606 2.819
C: -0.008 -0.872 3.000
S: 0.568 -1.888 1.532
C: -0.558 -3.284 0.950
C: -1.473 -3.222 -0.314
S: -0.923 -2.163 -1.769
C: -2.391 -1.111 -2.297
C: -2.064 0.342 -2.759
S: -0.634 1.327 -2.022
H: -0.354 3.496 -1.267
H: -2.064 3.094 -1.096
H: -1.854 2.470 1.161
H: -0.575 3.688 1.005
H: -1.540 0.695 2.712
H: -0.172 1.147 3.724
H: -0.796 -1.413 3.525
H: 0.894 -0.901 3.615
H: -1.187 -3.573 1.794
H: 0.192 -4.064 0.807
H: -2.487 -2.917 -0.057
H: -1.509 -4.233 -0.723
H: -3.137 -1.132 -1.501
H: -2.824 -1.641 -3.149
H: -2.974 0.935 -2.678
H: -1.757 0.322 -3.806
C: 2.886 1.215 -3.639
C: 2.631 -0.229 -3.226
C: 1.557 -0.858 -4.109
Sb: 2.220 -0.519 -1.134
C: 2.994 -2.524 -0.843
C: 2.615 -3.464 -1.982
C: 4.505 -2.558 -0.626
C: 3.459 0.912 -0.103
C: 4.959 0.799 -0.369
C: 2.984 2.335 -0.432
H: 3.100 1.238 -4.707
H: 3.744 1.656 -3.131
H: 2.018 1.858 -3.472
H: 3.562 -0.794 -3.339
H: 0.602 -0.335 -3.999
H: 1.393 -1.918 -3.918
H: 1.837 -0.756 -5.157
H: 2.521 -2.874 0.082
H: 3.158 -3.214 -2.895
H: 1.548 -3.482 -2.226
H: 2.907 -4.479 -1.714
H: 5.051 -2.057 -1.426
H: 4.836 -3.597 -0.620
H: 4.802 -2.118 0.325
H: 3.271 0.707 0.959
H: 5.182 0.839 -1.435
H: 5.405 -0.101 0.043
H: 5.460 1.651 0.092
H: 3.574 2.755 -1.245
H: 3.118 2.990 0.428
H: 1.936 2.411 -0.753
Cl: -8.604 0.040 2.875
C: -7.008 -0.025 2.294
C: -6.581 0.925 1.354
C: -5.292 0.870 0.888
C: -4.415 -0.129 1.354
C: -4.860 -1.077 2.299
C: -6.149 -1.027 2.767
C: -3.080 -0.184 0.869
O: -2.205 -1.064 1.251
O: -2.594 0.637 -0.010
H: -7.273 1.679 1.014
H: -4.950 1.596 0.165
H: -4.187 -1.843 2.656
H: -6.515 -1.739 3.490

Atomic partial charges in e from the Löwdin method, atoms 1 to 5: number 1, Zr, carries 1.0655; number 2, C, carries -0.3967; number 3, C, carries -0.3908; number 4, S, carries 0.8916; number 5, C, carries -0.4056